# 1
11
Properties=species:S:1:pos:R:3:forces:R:3 method="wB97M-V/def2-TZVPD" energy_ev=-4710.2988 spin_multiplicity=1 lumo_energy_ha=0.02132
C -1.202 -0.387 -1.112 1.182 0.415 1.450
C -0.913 -0.114 0.206 -0.414 -2.556 1.276
N 0.287 0.635 0.717 -2.894 0.102 -1.896
C 1.489 -0.089 0.314 1.240 0.712 -0.487
H -0.896 0.350 -1.858 0.837 -0.568 -0.059
H -1.345 -1.420 -1.434 -1.607 0.514 0.093
H -1.486 -0.351 1.087 -0.473 -1.427 -0.181
H -0.189 1.049 -0.126 2.873 3.142 -0.217
H 1.925 -0.681 1.132 -0.626 0.017 -0.088
H 1.350 -0.692 -0.581 0.029 -0.224 0.095
H 2.268 0.650 0.077 -0.147 -0.127 0.014


# 2
76
Properties=species:S:1:pos:R:3:forces:R:3 method="wB97M-V/def2-TZVPD" energy_ev=-42697.7548 spin_multiplicity=1 lumo_energy_ha=0.01395 smiles="CC(C)=O.CC(C)=O.CC(C)=O.CC(C)=O.CC#N.CC#N.CC#N.CC#N.CC#N.CC#N"
C 0.223 -1.520 2.916 0.592 0.334 -0.002
C -0.291 -2.921 2.913 -0.173 -0.523 0.606
C -0.075 -3.736 1.649 0.109 1.220 -0.024
O -0.855 -3.343 3.897 -0.174 -0.347 -0.164
H 0.326 -1.144 3.931 -0.252 -0.021 0.058
H -0.487 -0.901 2.366 0.101 0.068 -0.039
H 1.211 -1.468 2.450 -0.158 0.106 -0.231
H 0.601 -4.571 1.812 -0.194 -0.182 0.126
H 0.406 -3.036 0.967 0.068 -0.433 -0.370
H -1.034 -4.027 1.224 0.018 -0.294 0.134
C 2.512 4.162 0.056 0.462 -0.254 -0.118
C 3.679 3.191 0.191 -0.640 0.590 0.548
C 3.418 2.090 1.186 -0.236 -0.245 -0.428
O 4.700 3.305 -0.439 0.047 -0.125 -0.116
H 2.837 5.018 -0.528 -0.284 0.084 -0.076
H 2.101 4.463 1.021 0.342 0.068 0.132
H 1.688 3.614 -0.403 0.114 0.099 -0.315
H 3.819 2.337 2.168 0.181 -0.017 -0.047
H 3.831 1.163 0.792 0.165 -0.048 0.309
H 2.337 1.988 1.262 0.019 -0.175 0.231
C -3.323 -1.963 -1.260 -0.817 -0.550 0.456
C -3.925 -1.449 0.034 1.189 -0.229 0.242
C -5.319 -0.925 0.031 0.008 0.393 0.409
O -3.253 -1.403 1.051 -0.157 -0.042 -0.166
H -3.243 -1.114 -1.940 0.065 -0.328 -0.098
H -3.985 -2.735 -1.662 -0.146 0.245 -0.248
H -2.383 -2.467 -1.063 0.210 0.316 0.019
H -5.977 -1.484 -0.628 -0.107 0.224 -0.086
H -5.237 0.133 -0.242 -0.201 -0.129 -0.449
H -5.677 -0.900 1.059 -0.150 -0.275 -0.047
C -0.898 1.299 0.553 0.599 -0.075 -0.619
C 0.152 0.628 -0.305 -0.666 0.121 -0.210
C -0.222 -0.797 -0.651 0.931 -0.204 0.251
O 1.114 1.244 -0.707 0.271 -0.339 -0.239
H -0.846 2.376 0.404 0.071 0.051 0.207
H -0.631 1.027 1.572 -0.444 0.182 0.186
H -1.875 0.941 0.236 -0.043 -0.100 0.578
H -0.905 -0.726 -1.495 -0.297 -0.111 0.314
H -0.679 -1.217 0.241 -0.609 -0.057 -0.304
H 0.574 -1.493 -0.928 0.363 0.472 -0.083
C 3.582 -5.672 -0.072 0.775 -0.037 -0.412
C 3.097 -4.331 -0.326 -0.195 0.536 -0.129
N 2.724 -3.279 -0.600 -0.065 -0.238 0.254
H 3.021 -6.180 0.704 -0.137 -0.095 -0.116
H 4.638 -5.636 0.203 -0.102 0.145 0.236
H 3.586 -6.192 -1.032 -0.361 -0.267 0.194
C 0.055 -0.493 -4.284 -0.167 0.484 -0.189
C 0.637 -1.026 -5.512 -0.375 0.030 0.245
N 1.062 -1.432 -6.496 0.149 -0.090 -0.174
H 0.792 0.142 -3.793 0.005 -0.216 0.263
H -0.330 -1.270 -3.631 0.324 -0.154 0.053
H -0.796 0.153 -4.508 0.018 -0.078 -0.243
C -3.232 -0.443 4.096 -0.167 -0.259 1.617
C -2.409 0.734 3.848 -0.156 -0.219 -0.542
N -1.738 1.641 3.630 -0.107 0.008 0.182
H -2.721 -1.385 3.908 0.116 0.152 -0.499
H -4.233 -0.434 3.680 0.229 0.232 -0.590
H -3.408 -0.471 5.181 0.086 0.105 -0.051
C -0.713 5.082 2.010 -0.514 0.035 -0.398
C -0.624 5.161 0.549 0.251 0.252 0.077
N -0.552 5.231 -0.595 -0.129 -0.057 0.185
H -1.647 5.568 2.297 -0.021 -0.169 0.117
H 0.089 5.612 2.515 0.227 -0.105 -0.168
H -0.746 4.030 2.288 0.027 0.037 0.267
C 3.396 -0.290 -1.907 -0.530 0.158 0.187
C 4.442 -1.210 -2.313 -0.214 0.331 0.082
N 5.258 -1.971 -2.565 0.350 -0.286 -0.188
H 2.613 -0.169 -2.652 0.192 -0.198 -0.218
H 3.750 0.713 -1.679 0.304 -0.096 0.033
H 2.898 -0.704 -1.032 0.122 0.045 0.075
C -0.843 2.842 -2.720 0.169 -0.018 -0.145
C -1.805 1.805 -2.369 0.174 0.538 -0.141
N -2.513 0.940 -2.119 -0.289 0.124 -0.118
H -1.255 3.847 -2.742 -0.311 -0.118 -0.039
H -0.452 2.576 -3.704 0.132 0.186 0.022
H -0.033 2.867 -1.993 0.016 -0.169 -0.061


# 3
55
Properties=species:S:1:pos:R:3:forces:R:3 method="wB97M-V/def2-TZVPD" energy_ev=-44696.6982 total_charge=-2 spin_multiplicity=1 lumo_energy_ha=0.17446
C 0.439 -0.529 0.072 -0.549 -0.107 -0.012
N 1.110 -0.953 -1.176 -0.792 0.485 -0.728
C 1.394 0.210 -2.077 0.293 -1.841 -0.042
C 2.895 0.377 -2.147 0.809 2.062 1.643
S 3.241 2.179 -2.475 0.205 -0.285 -0.264
C 0.696 0.070 -3.464 -0.802 -1.151 1.229
O -0.289 -1.012 -3.541 -0.020 0.244 0.213
C -0.891 -1.262 0.193 0.253 -2.308 -0.276
H 0.242 0.540 0.028 0.263 0.068 0.270
H 1.095 -0.764 0.911 -0.092 0.206 0.185
H 0.430 -1.499 -1.701 0.082 -0.128 0.204
H 0.992 1.136 -1.672 0.169 -0.072 0.394
H 3.253 0.192 -1.103 -0.882 -0.055 -1.149
H 3.552 -0.267 -2.726 -0.650 -0.365 -0.700
H 1.416 -0.280 -4.188 0.212 1.018 -0.601
H 0.099 0.980 -3.536 0.789 0.197 -1.196
H -1.609 -1.176 1.000 0.407 0.819 0.435
H -1.489 -1.222 -0.707 -0.046 0.590 -0.418
H -0.636 -2.345 0.221 -0.020 0.273 0.099
H 1.265 -4.216 0.600 0.225 0.255 0.009
H 2.160 -3.973 1.827 0.167 0.296 -0.390
O 1.306 -4.316 1.554 -0.376 -0.481 0.335
H -3.454 2.278 1.828 -0.469 0.091 -0.273
H -4.365 1.057 1.600 0.840 0.135 0.146
O -4.104 1.728 2.285 -0.643 0.300 0.422
H 3.890 0.422 1.438 -0.093 0.382 -0.347
H 4.286 0.380 -0.132 -0.037 0.512 0.613
O 4.442 0.012 0.746 1.017 -0.943 -0.030
H 0.109 0.648 3.317 -0.367 -0.033 0.442
H 0.792 0.929 4.718 -0.613 0.380 0.474
O 0.913 0.565 3.854 0.844 -0.640 -0.519
H -3.197 1.865 -2.112 -0.540 2.590 -0.249
H -3.455 0.673 -1.042 0.061 0.168 -0.523
O -3.129 0.962 -1.974 0.413 -2.825 0.548
H -4.749 -0.167 0.149 -0.511 -0.145 -0.099
H -1.135 -0.621 -3.297 -0.056 -0.054 0.151
O -3.825 -0.106 0.383 0.189 0.121 -0.528
H 2.525 0.965 3.196 -0.634 0.716 -0.894
H 2.675 2.021 1.951 -0.841 -0.102 0.239
O 3.114 1.441 2.577 1.280 -0.294 0.480
H -2.152 2.192 -0.519 0.104 -0.063 -0.332
H -2.379 1.152 0.567 -0.171 0.725 -0.397
O -2.151 2.115 0.435 0.282 -0.742 0.768
H -0.406 2.628 0.723 0.504 -0.062 -0.808
H 0.863 2.782 -0.296 -0.255 -0.212 -0.201
O 0.508 2.944 0.583 0.217 0.497 1.011
H -3.667 -1.315 -1.087 0.199 0.175 0.129
H -3.202 -1.767 -2.528 0.167 0.290 0.190
O -3.888 -1.857 -1.866 -0.533 -0.726 -0.156
H 3.008 -2.593 -0.667 -0.001 0.739 0.048
H 4.206 -1.964 0.147 -0.508 0.443 -0.023
O 3.602 -2.716 0.080 0.265 -1.048 0.216
H -2.171 1.133 2.531 -0.715 -0.288 0.302
H -2.421 -0.115 3.444 -0.408 0.194 -0.318
O -1.754 0.462 3.076 1.364 0.000 0.279


# 4
15
Properties=species:S:1:pos:R:3:forces:R:3 method="wB97M-V/def2-TZVPD" energy_ev=-9405.8083 spin_multiplicity=1 lumo_energy_ha=0.03337 smiles=C[C@@]12C[C@]1(O)CO2
C -1.833 0.104 -0.746 -0.046 0.017 -0.028
C -0.434 -0.167 -0.322 -0.386 -0.149 -0.355
C 0.827 0.250 -1.092 0.081 -0.134 -0.233
C 0.659 0.567 0.339 0.311 -1.919 0.036
O 0.852 1.693 1.105 0.237 -1.299 0.824
C 0.886 -0.830 1.143 0.139 0.254 -0.782
O -0.210 -1.371 0.410 -0.293 -0.717 -0.488
H -2.152 -0.675 -1.445 -0.038 0.112 0.060
H -1.906 1.073 -1.247 0.021 -0.115 0.065
H -2.505 0.099 0.117 0.080 0.002 -0.106
H 1.576 -0.483 -1.382 -0.119 0.028 -0.127
H 0.683 1.077 -1.785 -0.073 -0.103 0.176
H 0.994 0.915 1.724 0.316 3.315 1.875
H 1.858 -1.295 0.936 -0.217 -0.092 -0.152
H 0.705 -0.957 2.246 -0.013 0.800 -0.766


Number 1: HOMO -0.3243 hartree. Number 2: HOMO -0.3458 hartree. Number 3: HOMO -0.0356 hartree. Number 4: HOMO -0.3346 hartree.